[1]
{
  "formula": "C42H39AuN3PS2",
  "method": "wB97M-V/def2-TZVPD",
  "spin_multiplicity": 1,
  "lumo_energy_ev": [-7.08, -7.08],
  "homo_energy_ha": [-0.4744, -0.4744],
  "total_charge": 2,
  "gap_ev": [5.83, 5.83],
  "symbols": ["Au", "C", "C", "C", "C", "C", "C", "P", "C", "C", "C", "C", "C", "C", "C", "C", "C", "C", "C", "C", "H", "H", "H", "H", "H", "H", "H", "H", "H", "H", "H", "H", "H", "H", "S", "C", "N", "C", "C", "N", "C", "C", "C", "C", "C", "C", "C", "C", "S", "C", "C", "C", "C", "C", "C", "C", "H", "H", "H", "H", "H", "H", "H", "H", "H", "H", "H", "H", "H", "H", "H", "H", "H", "H", "C", "C", "C", "C", "N", "C", "C", "H", "H", "H", "H", "H", "H", "H"],
  "xyz": [[-0.283449, 2.120617, -0.193418], [3.837359, 3.624558, -4.979582], [4.096616, 3.308764, -3.652295], [3.075514, 2.843741, -2.842572], [1.789558, 2.700540, -3.362965], [1.524867, 3.024661, -4.691244], [2.557461, 3.485097, -5.495029], [0.554688, 1.845347, -2.346197], [-1.024774, 2.027988, -3.210578], [-1.466639, 3.357869, -3.257408], [-2.730111, 3.651774, -3.734359], [-3.563193, 2.619320, -4.154517], [-3.130526, 1.304508, -4.101778], [-1.860777, 0.999709, -3.626604], [1.247895, 0.164605, -2.453970], [1.247882, -0.502476, -3.675343], [1.878841, -1.730843, -3.812677], [2.546956, -2.290747, -2.734987], [2.559485, -1.637444, -1.511940], [1.902025, -0.422108, -1.372424], [4.636891, 3.983078, -5.613838], [5.095169, 3.423376, -3.252057], [3.267866, 2.584457, -1.806638], [0.528535, 2.912421, -5.097844], [2.359239, 3.732125, -6.529578], [-0.810811, 4.150770, -2.913985], [-3.069865, 4.677956, -3.767340], [-4.556593, 2.847060, -4.517628], [-3.785110, 0.509197, -4.433380], [-1.529519, -0.031000, -3.580671], [0.741843, -0.049834, -4.519813], [1.864920, -2.240463, -4.766814], [3.063161, -3.235016, -2.844056], [3.092991, -2.059448, -0.667485], [1.958635, 0.321008, 0.262393], [1.004085, -0.855927, 1.133210], [1.436401, -1.208351, 2.325456], [0.669557, -2.193850, 3.077792], [0.145308, -3.236397, 2.119156], [-0.674390, -2.576325, 1.115808], [-1.746281, -3.382532, 0.521030], [-2.694096, -3.911928, 1.563605], [-3.527361, -3.034879, 2.254002], [-4.422490, -3.518414, 3.193364], [-4.494527, -4.881902, 3.449538], [-3.654149, -5.757202, 2.778597], [-2.757294, -5.273902, 1.836635], [-0.245853, -1.404358, 0.605029], [-1.173694, -0.523833, -0.506197], [2.485782, -0.449010, 3.014447], [3.884228, -0.787361, 2.539497], [4.289583, -2.110028, 2.400780], [5.583244, -2.400445, 1.994499], [6.477220, -1.372157, 1.731300], [6.081870, -0.051816, 1.890815], [4.785811, 0.239157, 2.287791], [-0.157559, -1.708400, 3.606909], [1.321732, -2.655724, 3.816379], [-0.479276, -3.946953, 2.658294], [0.971308, -3.783027, 1.649135], [-1.290727, -4.207574, -0.037150], [-2.275623, -2.750640, -0.180165], [-3.477554, -1.971264, 2.041825], [-5.072700, -2.834876, 3.723435], [-5.209890, -5.261922, 4.166205], [-3.695074, -6.817806, 2.987879], [-2.105390, -5.959274, 1.306389], [2.395164, -0.681480, 4.076015], [2.301442, 0.619729, 2.892312], [3.606745, -2.921048, 2.634076], [5.895140, -3.431610, 1.894862], [7.487990, -1.602470, 1.422837], [6.782352, 0.751291, 1.705512], [4.479508, 1.270319, 2.426360], [-5.213133, 3.808639, 3.541364], [-4.019093, 3.331534, 2.780537], [-4.146639, 2.504955, 1.665657], [-3.027436, 2.115582, 0.962002], [-1.787325, 2.492745, 1.310231], [-1.650634, 3.264991, 2.397475], [-2.723440, 3.694836, 3.147190], [-6.134770, 3.413628, 3.121017], [-5.265150, 4.898308, 3.519118], [-5.142594, 3.513368, 4.588966], [-5.123118, 2.174470, 1.338045], [-3.118202, 1.483223, 0.089478], [-0.641337, 3.543994, 2.668396], [-2.554699, 4.322748, 4.011883]],
  "forces_ev_per_a": [[-0.1, 0.7, -0.1], [0.0, 0.0, 0.0], [0.1, 0.0, 0.1], [-0.1, 0.1, 0.0], [-0.1, 0.1, 0.2], [0.1, 0.0, 0.1], [0.0, 0.0, -0.1], [0.1, 0.1, 0.2], [0.0, 0.0, 0.0], [0.0, -0.1, -0.1], [0.0, -0.1, 0.0], [0.0, 0.0, 0.0], [-0.1, -0.1, 0.0], [0.2, 0.0, 0.0], [-0.2, 0.1, -0.2], [0.0, 0.0, 0.1], [0.0, 0.0, 0.0], [0.0, -0.1, 0.0], [0.1, 0.0, 0.1], [-0.2, 0.0, 0.0], [0.0, 0.0, 0.0], [0.0, 0.0, 0.0], [0.1, 0.0, 0.0], [0.0, 0.0, 0.0], [0.0, 0.0, 0.0], [-0.1, 0.0, 0.0], [0.0, 0.0, 0.0], [0.0, 0.0, 0.0], [0.0, 0.0, 0.0], [0.0, 0.0, 0.0], [0.1, 0.0, -0.1], [0.0, 0.0, 0.0], [0.0, 0.0, 0.0], [0.0, 0.0, 0.0], [-0.1, -0.7, 0.0], [1.7, 0.4, 0.4], [-0.9, 0.7, -0.5], [-0.3, -0.5, 0.2], [0.2, 0.0, 0.2], [1.0, 0.5, -0.3], [-0.3, 0.0, 0.0], [0.0, -0.1, 0.1], [0.1, 0.0, 0.0], [0.0, 0.0, 0.0], [0.0, 0.0, 0.0], [0.0, 0.0, 0.1], [0.1, 0.1, 0.0], [-2.3, -0.7, -1.0], [0.6, -0.9, 0.8], [0.6, 0.0, 0.2], [0.0, 0.0, -0.1], [-0.1, 0.1, 0.0], [0.0, -0.1, 0.0], [0.0, 0.0, 0.0], [0.0, 0.0, 0.0], [0.0, 0.0, 0.1], [0.1, 0.0, 0.0], [0.1, 0.1, 0.0], [0.0, 0.0, 0.0], [0.0, 0.0, 0.0], [0.1, 0.1, 0.1], [0.0, 0.1, -0.1], [0.0, 0.0, 0.0], [0.0, 0.0, 0.0], [0.0, 0.0, 0.0], [0.0, 0.0, 0.0], [0.0, 0.0, 0.0], [-0.1, 0.0, 0.0], [-0.1, 0.0, 0.0], [0.0, 0.0, 0.0], [0.0, 0.0, 0.0], [0.0, 0.0, 0.0], [0.0, 0.0, 0.0], [0.0, 0.0, -0.1], [0.0, 0.0, 0.1], [0.1, -0.1, -0.1], [0.0, 0.1, 0.1], [0.0, 0.0, 0.1], [0.1, 0.1, -0.2], [0.1, 0.1, 0.1], [-0.1, 0.0, 0.0], [0.0, 0.0, 0.0], [0.0, 0.0, 0.0], [0.0, 0.0, 0.0], [0.0, 0.0, 0.0], [0.0, 0.0, 0.0], [0.0, 0.0, -0.1], [0.0, 0.0, 0.0]],
  "mulliken_charge": [0.413, -0.568, -0.719, -0.382, 0.780, -0.539, -0.671, 1.076, 0.777, -0.616, -0.782, -0.534, -0.859, -0.252, 0.259, -0.431, -1.009, -0.798, -0.431, 0.190, 0.407, 0.435, 0.352, 0.348, 0.429, 0.512, 0.444, 0.438, 0.464, 0.419, 0.603, 0.471, 0.476, 0.577, 0.157, -0.524, 0.491, -0.883, -0.581, 0.358, -1.037, 0.095, -0.224, -0.672, -0.429, -0.678, -0.197, 0.520, -0.171, -1.827, 1.135, -0.298, -0.739, -0.524, -0.739, -0.249, 0.294, 0.564, 0.534, 0.224, 0.405, 0.448, 0.517, 0.408, 0.400, 0.408, 0.381, 0.639, 0.543, 0.298, 0.430, 0.438, 0.421, 0.437, -1.420, 1.095, -0.908, -0.217, -0.321, -0.420, -0.684, 0.348, 0.349, 0.355, 0.372, 0.504, 0.454, 0.445]
}

***

[2]
{
  "formula": "C42H39F3N2NiO3P2S2Si",
  "method": "wB97M-V/def2-TZVPD",
  "s2": 2.01,
  "spin_multiplicity": 3,
  "lumo_energy_ev": [0.47, -0.03],
  "homo_energy_ha": [-0.2409, -0.3003],
  "relative_energy_kcal_mol": 14.3,
  "total_charge": 0,
  "gap_ev": [7.03, 8.15],
  "symbols": ["Ni", "C", "Si", "C", "C", "C", "C", "C", "C", "P", "C", "C", "C", "C", "C", "C", "C", "C", "C", "C", "C", "C", "C", "C", "C", "C", "C", "C", "P", "C", "C", "C", "C", "C", "C", "C", "C", "C", "C", "C", "C", "H", "H", "H", "H", "H", "H", "H", "H", "H", "H", "H", "H", "H", "H", "H", "H", "H", "H", "H", "H", "H", "H", "H", "H", "H", "H", "H", "H", "H", "H", "H", "F", "C", "F", "F", "S", "O", "O", "O", "C", "N", "C", "C", "N", "C", "S", "H", "H", "H", "H", "H", "H", "H", "H"],
  "xyz": [[-0.983842, 0.006643, -0.133678], [-1.830292, -0.644556, 3.509546], [-0.649972, -0.162587, 2.141229], [0.845538, -1.348540, 2.213628], [1.056754, -2.220375, 3.283455], [2.054116, -3.185883, 3.252321], [2.888149, -3.288841, 2.147258], [2.712479, -2.425471, 1.075595], [1.686139, -1.488694, 1.096310], [1.399971, -0.306151, -0.267663], [2.899465, 0.745322, -0.062755], [2.927986, 1.774309, 0.876754], [4.093785, 2.491512, 1.101376], [5.246494, 2.190645, 0.391347], [5.228907, 1.167822, -0.544791], [4.064035, 0.448290, -0.770957], [1.715418, -1.105364, -1.869209], [1.824707, -0.268052, -2.981894], [1.935007, -0.799931, -4.253807], [1.925221, -2.178024, -4.433748], [1.804090, -3.012578, -3.334470], [1.694661, -2.480424, -2.055601], [-0.046423, 1.588642, 2.575989], [0.644191, 1.867661, 3.760379], [1.070131, 3.150217, 4.065252], [0.796619, 4.199486, 3.191950], [0.101230, 3.954710, 2.020269], [-0.313071, 2.659165, 1.711678], [-1.222331, 2.298760, 0.169618], [-0.592601, 3.540452, -1.016342], [-1.373463, 4.568902, -1.534208], [-0.836516, 5.465968, -2.450372], [0.484006, 5.350218, -2.852508], [1.273470, 4.330503, -2.334541], [0.734474, 3.431148, -1.430508], [-2.925966, 2.817460, 0.533019], [-3.317617, 3.192625, 1.817186], [-4.646565, 3.495235, 2.081771], [-5.592661, 3.415621, 1.071001], [-5.212251, 3.023267, -0.205128], [-3.887736, 2.721687, -0.471467], [-1.358248, -0.520681, 4.489115], [-2.713269, -0.003177, 3.478393], [-2.164207, -1.678627, 3.409226], [0.420457, -2.154653, 4.159388], [2.188718, -3.853294, 4.095264], [3.677346, -4.029826, 2.123262], [3.379808, -2.488029, 0.223151], [2.042147, 2.025199, 1.440688], [4.091701, 3.289195, 1.833086], [6.156280, 2.749887, 0.568487], [6.123474, 0.926182, -1.104521], [4.066652, -0.343558, -1.508040], [1.813953, 0.809836, -2.856098], [2.016742, -0.139947, -5.107683], [2.000252, -2.595964, -5.429317], [1.787368, -4.086872, -3.467265], [1.572478, -3.144609, -1.212540], [0.875492, 1.057545, 4.444793], [1.618169, 3.336663, 4.980635], [1.122676, 5.204455, 3.428393], [-0.112449, 4.770910, 1.339538], [-2.401632, 4.681698, -1.218517], [-1.457493, 6.259799, -2.845157], [0.898558, 6.050846, -3.565833], [2.309901, 4.234249, -2.633506], [1.363806, 2.647196, -1.032270], [-2.589779, 3.249344, 2.615685], [-4.941187, 3.786641, 3.081761], [-6.630122, 3.642685, 1.280975], [-5.948558, 2.914593, -0.990388], [-3.617528, 2.369035, -1.458179], [-1.166723, -0.375783, -2.598194], [-2.353026, -0.830037, -3.083232], [-2.152799, -2.096933, -3.471355], [-2.612581, -0.111357, -4.169091], [-3.721091, -0.696570, -1.804739], [-4.594619, 0.302759, -2.355930], [-4.214108, -2.035665, -1.685569], [-2.994783, -0.221209, -0.607141], [-0.755300, -5.334401, 1.753071], [-0.809727, -5.347417, 0.311652], [-0.411465, -6.507672, -0.467341], [-0.752835, -6.072987, -1.897659], [-0.784350, -4.619333, -1.764659], [-0.983829, -4.261340, -0.460988], [-1.428663, -2.744161, 0.057761], [-1.120644, -6.289936, 2.129211], [-1.388163, -4.531108, 2.122218], [0.264690, -5.169119, 2.112881], [-0.962450, -7.392606, -0.147993], [0.659382, -6.706903, -0.348418], [-1.719496, -6.466976, -2.220299], [0.009534, -6.386668, -2.609308], [-1.274154, -4.052097, -2.440669]],
  "forces_ev_per_a": [[-0.3, 0.1, -0.2], [-0.1, 0.0, 0.1], [0.2, -0.1, -0.2], [0.0, -0.1, 0.0], [0.0, 0.0, 0.1], [0.0, 0.0, 0.0], [0.0, 0.0, 0.0], [0.1, 0.0, 0.0], [0.0, 0.1, 0.0], [0.1, -0.1, 0.2], [0.0, 0.0, -0.1], [0.0, 0.0, 0.0], [0.0, 0.0, 0.0], [0.0, 0.0, 0.0], [0.0, 0.0, 0.0], [0.0, 0.1, 0.0], [0.0, -0.1, 0.0], [0.0, 0.0, 0.0], [0.0, 0.0, 0.0], [0.0, 0.0, 0.0], [0.0, 0.0, 0.0], [0.0, 0.0, 0.0], [-0.1, 0.1, 0.2], [0.0, 0.0, 0.0], [0.0, 0.0, 0.0], [0.0, 0.0, 0.0], [0.0, 0.0, 0.0], [0.0, 0.0, -0.1], [0.0, 0.0, 0.1], [-0.1, 0.1, 0.0], [0.0, 0.1, 0.0], [0.0, 0.0, 0.0], [0.0, 0.0, 0.0], [0.0, 0.0, 0.0], [0.0, 0.0, 0.0], [0.0, -0.1, 0.1], [0.0, 0.1, -0.1], [0.0, 0.0, 0.0], [0.0, 0.0, 0.0], [0.0, 0.0, 0.0], [0.0, -0.1, 0.0], [0.0, 0.0, 0.0], [0.0, 0.0, 0.0], [0.0, 0.0, 0.0], [0.0, 0.0, 0.0], [0.0, 0.0, 0.0], [0.0, 0.0, 0.0], [0.0, 0.0, 0.0], [0.0, 0.0, 0.0], [0.0, 0.0, 0.0], [0.0, 0.0, 0.0], [0.0, 0.0, 0.0], [0.0, 0.0, 0.0], [0.0, 0.0, 0.0], [0.0, 0.0, 0.0], [0.0, 0.0, 0.0], [0.0, 0.0, 0.0], [0.0, 0.0, 0.0], [0.0, 0.0, 0.0], [0.0, 0.0, 0.0], [0.0, 0.0, 0.0], [0.0, 0.0, 0.0], [0.0, 0.0, 0.0], [0.0, 0.0, 0.0], [0.0, 0.0, 0.0], [0.0, 0.0, 0.0], [0.0, -0.1, 0.0], [0.0, 0.0, 0.0], [0.0, 0.0, 0.0], [0.0, 0.0, 0.0], [0.0, 0.0, 0.0], [0.0, 0.0, 0.0], [-0.1, 0.0, 0.0], [0.1, 0.0, 0.0], [0.0, 0.0, 0.0], [-0.1, 0.0, -0.1], [0.1, 0.0, 0.3], [0.0, 0.0, 0.0], [-0.1, 0.0, -0.1], [0.1, 0.1, -0.3], [0.1, 0.0, 0.0], [-0.1, 0.0, 0.0], [0.0, 0.0, 0.0], [0.1, 0.0, 0.0], [-0.1, 0.0, 0.1], [0.0, -0.1, -0.2], [0.0, 0.0, 0.2], [0.0, 0.0, 0.0], [0.0, 0.0, 0.0], [0.0, 0.0, 0.0], [0.0, 0.0, 0.0], [0.0, 0.0, 0.0], [0.0, 0.0, 0.0], [0.0, 0.0, 0.0], [0.1, 0.0, -0.1]],
  "mulliken_spin": [1.302, 0.019, 0.225, 0.067, -0.014, -0.003, 0.009, -0.008, 0.002, 0.018, 0.025, 0.002, -0.002, 0.004, -0.001, 0.002, 0.034, 0.017, 0.001, 0.008, -0.004, -0.001, 0.074, -0.026, 0.001, -0.001, -0.009, -0.042, 0.082, 0.030, 0.007, -0.004, 0.010, -0.002, 0.005, -0.019, 0.007, -0.001, 0.005, -0.001, 0.017, 0.010, -0.006, -0.004, 0.000, 0.000, 0.000, 0.001, 0.014, 0.000, 0.000, 0.000, 0.002, -0.002, 0.000, 0.001, 0.000, 0.006, 0.002, 0.000, 0.000, 0.002, 0.003, 0.000, 0.001, 0.000, 0.021, 0.000, 0.000, 0.000, 0.000, 0.006, 0.009, 0.018, 0.001, 0.002, 0.003, 0.004, 0.003, 0.014, 0.002, 0.004, 0.000, 0.001, 0.004, 0.029, 0.016, 0.000, -0.001, 0.000, 0.000, 0.001, 0.000, 0.000, 0.002]
}